Here is a structure of composition C13H19Cl5OPPtS5 in a non-equilibrium geometry from OMol25. Energies are from ωB97M-V/def2-TZVPD.

The geometry in ORCA input format:
```
! RIJCOSX wB97M-V def2-TZVPD def2/J DEFGRID3
* xyz 1 1
Pt -0.4872 0.1606 0.6174
Cl -3.9453 1.3567 1.0145
C -3.4580 0.5886 -0.4499
C -2.1542 0.1534 -0.6051
C -1.8247 -0.4150 -1.8321
Cl -0.1626 -0.9111 -2.0708
C -2.7361 -0.5854 -2.8673
Cl -2.2495 -1.2991 -4.3490
C -4.0488 -0.1595 -2.6761
Cl -5.2051 -0.3628 -3.9229
C -4.4064 0.4411 -1.4703
Cl -6.0125 1.0014 -1.2496
S 1.8117 -0.1380 1.2558
S 2.0302 -1.9177 0.3382
S 0.5968 -3.1088 1.3620
S -1.0730 -2.0028 1.1344
C 0.0538 4.1785 -2.5302
C 0.7955 2.8695 -2.7326
S 1.2969 2.0121 -1.2418
O -0.0280 1.9223 -0.4472
C 2.3186 3.2448 -0.3958
C 1.5584 4.1954 0.5210
H -0.3780 4.4926 -3.4793
H 0.7179 4.9711 -2.1914
H -0.7567 4.0608 -1.8125
H 1.7180 2.9808 -3.3070
H 0.1749 2.1278 -3.2407
H 2.8597 3.7609 -1.1900
H 3.0362 2.6396 0.1579
H 1.2423 5.0975 0.0044
H 2.1975 4.4853 1.3529
H 0.6659 3.7144 0.9189
C 0.5124 2.0610 3.3443
P -0.7499 0.8427 2.8896
C -0.4420 -0.5428 4.0099
C -2.2583 1.5831 3.5549
H 0.4913 2.1855 4.4277
H 0.2916 3.0182 2.8744
H 1.5067 1.7338 3.0462
H -0.4889 -0.1727 5.0354
H 0.5446 -0.9625 3.8198
H -1.1917 -1.3192 3.8698
H -2.0513 1.8645 4.5890
H -3.0780 0.8679 3.5310
H -2.5374 2.4682 2.9879
*
```

Values from the calculation:
HOMO (alpha / beta) (eV): -10.92 / -10.92
Frontier orbital gap (alpha / beta) (eV): 5.7276 / 5.7264
ΔE to the lowest compared entry with this formula, charge and spin (kJ/mol): 0.0
LUMO level (alpha / beta) (Eh): -0.19096 / -0.19099

=====

Here is a cluster of 2 separate species, CH2F2O2P in total in a non-equilibrium geometry from OMol25. Energies are from ωB97M-V/def2-TZVPD.

The geometry in ORCA input format:
```
! RIJCOSX wB97M-V def2-TZVPD def2/J DEFGRID3
* xyz -1 1
C -0.1534 0.0918 0.3152
O 2.5504 0.9566 -0.3885
O 1.9888 -1.5375 0.0275
F -0.5815 1.3833 0.7117
F -2.9219 0.1367 -0.9116
P 1.5961 -0.1050 0.0940
H -0.4177 -0.7171 1.0582
H -2.0609 -0.2089 -0.9064
*
```

Values from the calculation:
HOMO (eV): -4.19
Frontier orbital gap (eV): 8.2605
ΔE to the lowest compared entry with this formula, charge and spin (kJ/mol): 251.9
LUMO level (Eh): 0.14961

=====

Here is a cluster of 3 separate species, C28H42Cl3F13INO5PS3 in total in a non-equilibrium geometry from OMol25. Energies are from ωB97M-V/def2-TZVPD.

The geometry in ORCA input format:
```
! RIJCOSX wB97M-V def2-TZVPD def2/J DEFGRID3
* xyz 1 1
C 1.6733 -5.5141 1.3344
C 1.8839 -4.0411 1.7424
C 2.9971 -3.4006 0.9091
I 2.3279 -3.3500 -1.1308
C 3.5704 -2.0636 1.4625
C 4.3654 -2.5127 2.7119
Cl 5.9409 -3.2099 2.3879
C 4.0222 -2.5416 4.0019
C 4.8838 -3.0086 5.1261
Cl 2.4483 -2.0271 4.4902
C 4.6981 -1.6051 0.4895
N 4.0317 -0.6344 -0.4024
C 2.9440 -0.1808 0.0931
P 2.0476 1.1446 -0.8450
C 2.7305 1.0211 -2.5397
O 0.4988 0.6970 -1.0792
C 2.6446 -0.7796 1.4635
C 2.9719 0.4124 2.4055
C 4.3917 0.9988 2.4255
C 5.3420 0.3953 3.4628
Cl 6.4622 1.6615 4.0463
C 1.1016 -0.9258 1.3811
C 0.3098 -1.2635 2.6358
C -1.1584 -0.8905 2.4808
F -1.7816 -1.1140 3.6615
F -1.2445 0.4493 2.2487
C -1.8733 -1.6508 1.3250
F -1.2181 -2.8397 1.1665
F -1.6860 -0.9572 0.1769
C -3.3600 -2.0598 1.5060
F -3.7084 -2.8571 0.4688
F -3.3970 -2.8270 2.6326
C -4.4469 -0.9684 1.7282
F -5.6252 -1.6468 1.8564
F -4.2071 -0.3092 2.8971
S -4.6554 0.3255 0.3412
F -3.2179 0.8683 0.7023
F -5.2978 1.3493 1.3622
F -6.1008 -0.1641 -0.0426
F -4.0473 -0.6770 -0.7153
F -4.7246 1.4134 -0.7957
H 0.8779 -5.5729 0.6022
H 1.3853 -6.1248 2.1782
H 2.5528 -5.9138 0.8423
H 0.9650 -3.5343 1.4862
H 2.0972 -3.9791 2.7993
H 3.8334 -4.0872 0.9278
H 4.4941 -2.5773 6.0406
H 5.8939 -2.6411 5.0217
H 4.8609 -4.0863 5.2282
H 5.4893 -1.0391 0.9605
H 5.1066 -2.3905 -0.1291
H 4.4700 -0.3987 -1.2803
H 1.8985 1.1351 -3.2273
H 3.4613 1.7970 -2.7095
H 3.1438 0.0357 -2.7476
H 0.4793 0.0434 -1.7902
H 2.6842 0.2130 3.4285
H 2.3225 1.2172 2.0782
H 4.2758 2.0312 2.7318
H 4.8680 1.0444 1.4511
H 5.9559 -0.3996 3.0687
H 4.7704 0.0820 4.3247
H 0.7384 0.0582 1.1100
H 0.8244 -1.5750 0.5614
H 0.6390 -0.6330 3.4519
H 0.3528 -2.2899 2.9665
C -4.7663 5.7312 -1.7694
C -4.2842 4.2738 -1.7816
C -3.2498 4.1433 -2.9060
S -2.4959 5.7662 -3.0863
O -2.8325 6.2846 -4.3851
O -1.1284 5.7106 -2.6377
C -3.5049 6.5868 -1.8560
H -5.3414 5.9604 -0.8742
H -5.4034 5.9187 -2.6358
H -3.8181 4.0357 -0.8236
H -5.1068 3.5779 -1.9265
H -2.4692 3.4236 -2.6714
H -3.7137 3.8895 -3.8574
H -3.6876 7.6113 -2.1702
H -2.9507 6.5747 -0.9183
C -3.2221 1.2568 -3.8223
C -3.6160 0.1156 -4.7695
C -2.3407 -0.3438 -5.4899
S -0.9824 0.0082 -4.3706
O -0.1293 1.0118 -4.9588
O -0.4167 -1.2209 -3.8627
C -1.9723 0.7786 -3.0899
H -4.0217 1.4989 -3.1237
H -2.9937 2.1562 -4.3979
H -4.0318 -0.7119 -4.1919
H -4.3738 0.4285 -5.4844
H -2.3460 -1.4088 -5.7063
H -2.1638 0.2199 -6.4033
H -1.4026 1.5807 -2.6257
H -2.2120 0.0111 -2.3527
*
```

Values from the calculation:
HOMO (eV): -12.07
Frontier orbital gap (eV): 8.3978
LUMO level (Eh): -0.13498

=====

Here is a structure of composition C22H19BInN5O12 in a non-equilibrium geometry from OMol25. Energies are from ωB97M-V/def2-TZVPD.

The geometry in ORCA input format:
```
! RIJCOSX wB97M-V def2-TZVPD def2/J DEFGRID3
* xyz 2 1
In -3.6832 -0.2746 3.9497
O 4.6592 -0.8901 1.4352
C 3.5378 -1.0562 1.1711
O 2.5179 -0.2407 1.2601
B 1.3069 -0.8815 0.7139
O 1.7155 -2.2544 0.3075
C 3.0232 -2.3997 0.4398
O 3.7082 -3.3074 0.1524
O 0.8036 -0.1349 -0.4542
C -0.2748 0.5405 -0.1061
O -0.7873 1.4731 -0.6223
C -0.7337 -0.0728 1.2550
O 0.1832 -0.9286 1.6470
O -1.7395 0.1669 1.8319
C -1.1890 -4.7166 1.7860
C -2.1037 -3.7092 2.2912
N -2.8218 -2.9246 2.6917
H -1.7890 -5.6192 1.6469
H -0.2887 -4.9091 2.3596
H -0.8300 -4.4161 0.7970
C 2.2002 -5.6358 -1.1070
C 0.8682 -6.1322 -1.4054
N -0.1751 -6.5070 -1.6632
H 2.2476 -4.5667 -1.3243
H 2.9056 -6.1587 -1.7480
H 2.4364 -5.6762 -0.0471
C 4.3340 2.6529 -0.4046
C 5.5222 2.0014 0.1073
N 6.5063 1.5399 0.4933
H 4.4651 2.9077 -1.4540
H 4.1931 3.5916 0.1366
H 3.4379 2.0567 -0.2455
C -2.7429 -3.2592 -3.0317
C -2.3507 -2.2367 -2.1865
C -3.0873 -1.0533 -2.1746
C -4.3366 -0.9709 -2.8455
C -4.7689 -1.9953 -3.6309
C -4.0010 -3.1701 -3.6900
N -5.1166 0.2690 -2.7433
O -5.9597 0.4501 -3.5798
O -4.8396 0.9965 -1.8070
H -2.1038 -4.1233 -3.1502
H -1.3995 -2.3309 -1.6781
H -2.7139 -0.1916 -1.6306
H -5.7116 -1.9491 -4.1587
H -4.2871 -3.9712 -4.3612
C -0.3204 4.0825 1.9956
C -0.5632 5.1431 2.8464
C 0.1894 6.3364 2.6912
C 1.1282 6.4374 1.6671
C 1.3461 5.4253 0.7735
C 0.5363 4.2639 0.9058
N 1.8846 7.6964 1.5320
O 2.3995 7.9101 0.4655
O 1.9035 8.4103 2.5003
H -0.8591 3.1515 2.1155
H -1.2703 5.0672 3.6597
H 0.1611 7.1242 3.4341
H 2.0055 5.5593 -0.0726
H 0.7217 3.4105 0.2628
*
```

Values from the calculation:
HOMO (eV): -14.60
Frontier orbital gap (eV): 1.6175
ΔE to the lowest compared entry with this formula, charge and spin (kJ/mol): 0.0
LUMO level (Eh): -0.47706

=====

Here is an isolated molecule of C4H4N2O from OMol25. Energies are from ωB97M-V/def2-TZVPD.

The geometry in ORCA input format:
```
! RIJCOSX wB97M-V def2-TZVPD def2/J DEFGRID3
* xyz 0 1
O -2.3008 -1.4217 -0.0954
C -1.8386 -0.3007 -0.0228
C -0.4222 0.0218 0.0030
C 0.1854 1.2469 -0.1221
N 1.5393 1.1229 -0.1178
C 1.7612 -0.1639 0.0447
N 0.6127 -0.8830 0.1062
H -2.4832 0.6011 0.0176
H -0.2883 2.2175 -0.1417
H 2.7469 -0.5559 0.2536
H 0.4874 -1.8850 0.0746
*
```

Values from the calculation:
HOMO (eV): -9.53
Frontier orbital gap (eV): 9.8242
ΔE to the lowest compared entry with this formula, charge and spin (kJ/mol): 22.8
LUMO level (Eh): 0.01076
SMILES string: O=Cc1cnc[nH]1

=====

Here is a cluster of 6 separate species, C35H40N3O8 in total in a non-equilibrium geometry from OMol25. Energies are from ωB97M-V/def2-TZVPD.

The geometry in ORCA input format:
```
! RIJCOSX wB97M-V def2-TZVPD def2/J DEFGRID3
* xyz 1 1
C -2.1870 3.7500 -3.9822
C -0.9870 3.3550 -3.1962
N -1.0290 1.9650 -2.7002
C -1.5120 0.9320 -3.3612
C -1.4970 -0.1930 -2.5382
N -0.8080 0.2560 -1.3612
C -0.5530 1.5520 -1.4502
C -0.4510 -0.6160 -0.2052
H -2.0670 3.3460 -5.0102
H -2.4540 4.8120 -4.2852
H -3.1150 3.2200 -3.7582
H -0.8790 4.0250 -2.5022
H -0.0720 3.4990 -3.7282
H -2.2290 0.9220 -4.2782
H -1.6810 -1.2600 -2.5072
H 0.2020 2.1900 -0.9042
H 0.0430 0.0010 0.4238
H 0.0190 -1.4380 -0.7162
H -1.2600 -0.9490 0.3848
N 1.1590 -0.3830 -4.5592
C 2.1330 -1.2510 -4.4892
C 3.3970 -1.1890 -5.1962
C 3.4780 -0.0590 -6.0792
C 2.4720 0.8020 -6.1872
C 1.3510 0.7110 -5.4152
H 2.1250 -2.2150 -4.0412
H 4.2530 -1.7280 -5.1742
H 4.3810 0.2370 -6.5962
H 2.4950 1.8460 -6.9182
H 0.5140 1.5510 -5.4282
C -0.5590 -0.4390 3.3338
C 0.9260 -0.7720 3.6928
C 1.4490 -2.0680 3.4838
C 0.4980 -3.0410 2.9508
C -0.8200 -2.7260 2.6098
C -1.3350 -1.5210 2.8398
O -2.6910 -1.2450 2.5948
O 2.6680 -2.5050 3.7708
H -0.9510 0.5610 3.5198
H 1.5400 -0.0210 3.7938
H 0.8990 -4.0170 2.7098
H -1.3390 -3.4790 2.1488
H -2.8990 -0.3950 2.7518
H 2.8460 -3.5030 3.7168
C -4.7200 -5.2470 1.1938
C -4.1750 -4.3820 0.0858
C -4.5940 -3.0770 -0.0742
C -5.8410 -2.6300 0.4608
C -6.4690 -3.4870 1.3998
C -6.0050 -4.7760 1.7308
O -6.5400 -5.6300 2.5278
O -3.8770 -2.2640 -0.8462
H -4.1670 -6.0800 1.4288
H -3.2870 -4.5280 -0.2862
H -6.0450 -1.6960 0.4658
H -7.3880 -3.2670 1.7968
H -6.6210 -6.5070 2.0808
H -3.9150 -1.3380 -0.5092
C 3.8310 -1.0420 1.2638
C 4.2680 0.4420 1.1028
C 3.9920 0.9920 -0.1832
C 3.2340 0.2620 -1.1812
C 2.8700 -1.0100 -0.9482
C 3.1880 -1.7150 0.2008
O 2.6050 -3.0140 0.2668
O 4.3110 2.2850 -0.4902
H 4.0590 -1.4610 2.1968
H 4.9160 0.7650 1.9378
H 2.9160 0.7280 -2.0072
H 1.9940 -1.5320 -1.5692
H 2.8300 -3.3500 1.0798
H 4.8530 2.6970 0.1328
C 0.0990 4.6800 3.4248
C 1.2400 5.2340 4.3328
C 2.5710 4.6070 4.2778
C 2.6060 3.5330 3.2728
C 1.6030 3.0840 2.4198
C 0.2900 3.6460 2.5568
O -0.6540 2.9860 1.7558
O 3.4390 4.9560 5.2008
H -0.8160 5.2140 3.6538
H 0.9180 5.6880 5.0488
H 3.5230 3.2040 3.0558
H 1.8190 2.6080 1.6288
H -1.5990 2.8460 1.8678
H 3.2680 5.0580 6.0878
*
```

Values from the calculation:
HOMO (eV): -9.79
Frontier orbital gap (eV): 7.3536
ΔE to the lowest compared entry with this formula, charge and spin (kJ/mol): 293.1
LUMO level (Eh): -0.08945

=====

Calculated total energy / Ha: -5334.3695; -730.9460; -6035.1984; -2240.5370; -339.5730; -2123.2173